No. 1
Here is C8H31AlBrFNO6 as an isolated structure at a distorted geometry from OMol25. Energies are from wB97M-V/def2-TZVPD.

**Largest force on an atom**: 1.03 eV/Å
**Total charge**: -1
**Highest occupied orbital energy**: -5.3 eV

Geometry as XYZ:
```
49
Properties=species:S:1:pos:R:3:lowdin_charge:R:1
C 3.187 1.889 0.828 -0.11
C 2.316 3.111 0.507 -0.25
C 0.967 2.809 -0.155 -0.24
C -0.160 2.439 0.805 -0.23
C -0.075 1.105 1.557 -0.26
C -0.789 -0.080 0.883 -0.24
Al -0.366 -0.638 -0.961 -0.20
F -1.248 -2.007 -1.372 -0.21
Br -1.247 0.989 -2.519 0.24
C 1.522 -0.952 -1.481 -0.24
C 2.382 -1.833 -0.575 -0.34
N 1.608 -2.497 0.499 -0.01
H 2.749 0.984 0.414 0.04
H 4.176 1.988 0.379 0.06
H 3.328 1.716 1.894 0.07
H 2.129 3.682 1.422 0.10
H 2.875 3.778 -0.152 0.09
H 1.120 2.041 -0.917 0.06
H 0.638 3.696 -0.702 0.10
H -1.093 2.445 0.235 0.08
H -0.240 3.256 1.531 0.10
H 0.975 0.863 1.755 0.08
H -0.513 1.263 2.549 0.10
H -0.634 -0.963 1.518 0.04
H -1.859 0.138 0.923 0.04
H 1.461 -1.417 -2.472 0.05
H 2.026 0.002 -1.652 0.01
H 3.201 -1.239 -0.152 0.08
H 2.859 -2.643 -1.131 0.09
H 2.187 -3.185 0.967 0.06
H 1.331 -1.833 1.214 0.05
O -3.950 -0.983 0.309 -0.07
H -3.509 -0.859 -0.541 0.03
H -3.892 -1.949 0.388 0.01
O -3.808 -4.096 0.970 -0.08
H -4.180 -4.926 0.662 0.03
H -2.882 -4.074 0.664 -0.01
O -3.461 3.883 -1.592 -0.09
H -4.044 3.125 -1.704 0.03
H -2.679 3.623 -2.094 -0.02
O -1.153 -4.336 0.148 -0.07
H -0.888 -3.667 -0.507 0.02
H -0.476 -4.188 0.819 0.04
O 2.795 1.675 -3.359 -0.06
H 3.023 2.597 -3.504 0.03
H 2.382 1.369 -4.170 0.04
O -2.325 -2.116 2.686 -0.07
H -2.686 -1.462 2.072 0.00
H -3.082 -2.521 3.116 0.03
```



No. 2
Here is a 9-piece molecular cluster, C8H32ClN16O12 overall at a distorted geometry from OMol25. Energies are from wB97M-V/def2-TZVPD.

**Largest force on an atom**: 8.02 eV/Å
**Total charge**: -1
**Relative energy (zero: lowest compared OMol25 entry of this formula, charge and spin)**: 7.9754 eV
**Highest occupied orbital energy**: -5.7 eV

Geometry as XYZ:
```
69
Properties=species:S:1:pos:R:3:lowdin_charge:R:1
Cl 1.205 -1.848 -0.294 0.58
O 1.518 -2.411 0.983 -0.38
O 1.537 -2.798 -1.336 -0.41
O -0.150 -1.533 -0.306 -0.37
O 1.974 -0.659 -0.691 -0.42
C 9.047 -3.860 -0.663 -0.78
O 9.235 -2.679 -0.451 0.04
N 7.905 -4.467 -0.985 0.15
N 9.981 -4.719 -0.883 0.14
H 7.067 -3.903 -0.980 0.12
H 7.952 -5.475 -1.038 0.10
H 10.887 -4.334 -1.109 0.12
H 9.773 -5.683 -1.101 0.11
C -2.072 -0.062 7.623 -0.88
O -3.049 0.301 8.219 0.02
N -2.163 -0.285 6.376 0.18
N -0.995 -0.270 8.255 0.18
H -1.341 -0.575 5.866 0.12
H -3.039 -0.043 5.935 0.13
H -0.192 -0.476 7.678 0.12
H -0.957 -0.191 9.261 0.13
C -7.554 2.340 1.210 -0.75
O -7.009 1.469 1.866 0.03
N -8.810 2.696 1.256 0.15
N -6.929 2.808 0.119 0.14
H -9.207 3.418 0.671 0.11
H -9.417 2.337 1.980 0.12
H -7.409 3.441 -0.504 0.09
H -5.990 2.586 -0.178 0.12
C 6.449 -1.207 7.443 -0.78
O 5.450 -0.518 7.562 0.01
N 6.641 -1.905 6.352 0.17
N 7.242 -1.385 8.480 0.15
H 7.527 -2.390 6.354 0.10
H 5.883 -2.134 5.724 0.13
H 7.903 -2.148 8.528 0.10
H 6.850 -0.981 9.318 0.12
C -0.544 6.548 -2.935 -0.84
O -1.325 7.473 -2.969 0.03
N -0.826 5.359 -3.296 0.18
N 0.635 6.671 -2.419 0.16
H -0.069 4.691 -3.282 0.12
H -1.656 5.297 -3.869 0.13
H 1.285 5.898 -2.440 0.11
H 0.973 7.582 -2.143 0.12
C -5.584 0.193 -6.298 -0.76
O -5.438 1.411 -6.128 0.00
N -6.458 -0.218 -7.130 0.15
N -5.010 -0.812 -5.609 0.16
H -6.714 -1.190 -7.229 0.11
H -6.936 0.433 -7.737 0.13
H -5.130 -1.673 -6.123 0.10
H -4.443 -0.631 -4.793 0.12
C 0.127 4.578 3.939 -0.86
O -0.131 5.443 4.758 0.03
N -0.666 4.190 3.016 0.16
N 1.113 3.810 3.934 0.17
H -0.371 3.458 2.385 0.11
H -1.652 4.376 3.126 0.13
H 1.704 3.924 4.745 0.13
H 1.054 2.980 3.361 0.12
C -1.402 -4.819 -9.206 -0.78
O -1.711 -3.806 -9.766 0.06
N -1.334 -6.036 -9.680 0.14
N -0.901 -4.904 -7.970 0.14
H -1.603 -6.132 -10.649 0.11
H -1.054 -6.855 -9.160 0.11
H -0.826 -3.972 -7.587 0.11
H -0.850 -5.726 -7.386 0.11
```



No. 3
Here is a 8-piece molecular cluster, C8H32N16O8 overall at a distorted geometry from OMol25. Energies are from wB97M-V/def2-TZVPD.

**Largest force on an atom**: 1.91 eV/Å
**Relative energy (zero: lowest compared OMol25 entry of this formula, charge and spin)**: 1.2092 eV
**SMILES**: NC(N)=O.NC(N)=O.NC(N)=O.NC(N)=O.NC(N)=O.NC(N)=O.NC(N)=O.NC(N)=O
**Highest occupied orbital energy**: -9.1 eV

Geometry as XYZ:
```
64
Properties=species:S:1:pos:R:3:lowdin_charge:R:1
C -2.817 0.053 -2.782 -0.65
O -2.618 -0.737 -1.870 0.01
N -3.893 0.865 -2.856 0.16
N -1.838 0.315 -3.705 0.16
H -4.484 1.012 -2.059 0.11
H -4.172 1.336 -3.696 0.10
H -0.912 -0.040 -3.521 0.06
H -1.919 1.122 -4.295 0.09
C -0.200 -4.352 -0.162 -0.64
O -1.409 -4.265 -0.197 0.04
N 0.677 -3.366 0.186 0.16
N 0.418 -5.578 -0.247 0.15
H 0.351 -2.510 0.605 0.06
H 1.646 -3.598 0.300 0.09
H -0.080 -6.357 -0.633 0.10
H 1.416 -5.607 -0.153 0.08
C 0.042 -2.276 4.326 -0.67
O -0.433 -3.052 5.128 0.05
N -0.639 -1.699 3.286 0.15
N 1.393 -2.018 4.257 0.14
H -1.563 -2.019 3.051 0.08
H -0.280 -0.805 2.977 0.06
H 1.833 -1.685 3.419 0.08
H 2.013 -2.509 4.875 0.10
C 2.264 -0.152 -2.696 -0.65
O 1.143 0.058 -3.131 0.00
N 3.286 -0.633 -3.490 0.15
N 2.648 -0.014 -1.401 0.18
H 4.236 -0.467 -3.202 0.09
H 3.095 -0.480 -4.468 0.10
H 3.582 -0.268 -1.134 0.10
H 1.995 0.104 -0.645 0.09
C -0.424 0.682 0.698 -0.66
O -0.174 1.111 1.824 0.01
N -0.153 1.369 -0.432 0.19
N -1.009 -0.525 0.509 0.17
H -0.358 1.065 -1.369 0.07
H 0.282 2.272 -0.330 0.07
H -1.371 -0.806 -0.392 0.06
H -1.336 -0.956 1.353 0.05
C 1.560 4.006 -2.149 -0.64
O 1.985 3.521 -1.109 0.00
N 1.823 5.283 -2.531 0.16
N 0.912 3.269 -3.104 0.17
H 1.688 5.579 -3.480 0.10
H 2.428 5.853 -1.969 0.11
H 0.857 3.568 -4.059 0.10
H 0.708 2.308 -2.882 0.06
C -3.787 -3.181 2.013 -0.70
O -3.699 -4.373 2.227 0.04
N -4.419 -2.325 2.889 0.14
N -3.378 -2.567 0.865 0.15
H -4.676 -2.690 3.787 0.10
H -4.689 -1.390 2.652 0.08
H -2.890 -3.121 0.169 0.07
H -3.547 -1.581 0.802 0.08
C 2.189 4.085 2.750 -0.70
O 1.843 4.006 3.915 0.03
N 3.271 4.852 2.372 0.13
N 1.551 3.550 1.690 0.16
H 3.817 5.300 3.081 0.09
H 3.389 5.086 1.405 0.08
H 0.835 2.885 1.955 0.07
H 1.993 3.488 0.783 0.04
```



No. 4
Here is a 8-piece molecular cluster, C8H32O8 overall at a distorted geometry from OMol25. Energies are from wB97M-V/def2-TZVPD.

**Largest force on an atom**: 1.82 eV/Å
**Relative energy (zero: lowest compared OMol25 entry of this formula, charge and spin)**: 5.6894 eV
**SMILES**: CO.CO.CO.CO.CO.CO.CO.CO
**Highest occupied orbital energy**: -10.1 eV

Geometry as XYZ:
```
48
Properties=species:S:1:pos:R:3:lowdin_charge:R:1
C 4.444 -3.357 -3.616 -0.18
O 3.268 -2.648 -3.307 -0.12
H 4.228 -4.268 -4.174 0.07
H 5.200 -2.677 -4.008 0.08
H 4.769 -3.752 -2.654 0.07
H 3.345 -1.878 -3.875 0.07
C -0.432 -0.201 -0.346 -0.16
O -0.622 1.021 -1.034 -0.14
H 0.581 -0.067 0.035 0.08
H -1.031 -0.327 0.556 0.07
H -0.548 -0.950 -1.130 0.08
H -1.470 1.005 -1.484 0.07
C -3.479 2.911 3.118 -0.14
O -3.395 3.379 4.492 -0.13
H -4.515 3.118 2.850 0.07
H -2.768 3.503 2.543 0.08
H -3.379 1.860 2.847 0.07
H -3.793 2.755 5.104 0.06
C -5.442 -1.725 4.756 -0.17
O -5.918 -0.411 5.022 -0.12
H -4.769 -1.737 3.899 0.08
H -4.923 -2.207 5.585 0.07
H -6.280 -2.383 4.525 0.07
H -6.526 -0.584 5.744 0.07
C 4.185 1.416 3.518 -0.18
O 5.459 1.719 4.043 -0.12
H 3.859 1.892 2.594 0.08
H 4.067 0.333 3.505 0.07
H 3.481 1.704 4.299 0.07
H 5.849 2.461 3.575 0.07
C 4.958 2.188 -1.996 -0.17
O 5.622 1.782 -3.166 -0.13
H 5.800 2.348 -1.322 0.07
H 4.490 3.140 -2.244 0.08
H 4.275 1.501 -1.496 0.08
H 6.544 1.979 -2.986 0.07
C -1.944 3.055 -7.049 -0.18
O -2.381 2.181 -6.024 -0.11
H -1.465 3.993 -6.769 0.07
H -1.257 2.682 -7.809 0.08
H -2.797 3.399 -7.634 0.07
H -3.270 2.407 -5.742 0.07
C -2.342 -5.029 1.276 -0.15
O -1.086 -5.738 1.523 -0.12
H -2.180 -3.969 1.082 0.07
H -2.878 -5.304 0.368 0.06
H -3.130 -5.215 2.006 0.07
H -0.409 -5.304 0.998 0.06
```